Record 1
The following is a DFT calculation (ωB97M-V with the def2-TZVPD basis set) of the molecule CH2N4O.

The geometry in ORCA input format:
```
! wB97M-V def2-TZVPD RIJCOSX def2/J DEFGRID3
* xyz 0 1
C 0.091 -0.766 0.720
H 0.023 1.336 -1.582
H -0.380 -1.157 -1.271
N 0.000 0.486 1.506
N -0.176 1.454 0.538
N -0.162 0.829 -0.595
N 0.124 -0.395 -0.493
O 0.479 -1.786 1.177
*
```

The calculation puts the HOMO energy at -9.377 eV. Its total energy is -333.4324 hartree. The HOMO-LUMO gap comes out at 0.33755 Ha. The LUMO energy comes out at -0.19 eV.

=====

Record 2
The following is a DFT calculation (ωB97M-V with the def2-TZVPD basis set) of the molecule C3H4N2O3.

The geometry in ORCA input format:
```
! wB97M-V def2-TZVPD RIJCOSX def2/J DEFGRID3
* xyz 0 1
C -0.772 -0.058 -1.042
C -0.130 1.067 -0.706
C 0.678 -0.744 0.395
H -1.614 -1.335 -2.125
H -0.300 2.175 -1.039
H 0.016 1.087 2.062
H 1.570 -1.122 1.869
N 0.765 0.681 0.313
N 1.063 -1.705 1.225
O -1.840 -0.290 -1.871
O 0.752 1.413 1.502
O -0.189 -1.167 -0.583
*
```

The calculation puts the HOMO energy at -8.494 eV. Its total energy is -451.8191 hartree. The HOMO-LUMO gap comes out at 0.32908 Ha. The LUMO energy comes out at 0.46 eV.

=====

Record 3
The following is a DFT calculation (ωB97M-V with the def2-TZVPD basis set) of a cluster of 2 separate species, C3H13N4S in total.

The geometry in ORCA input format:
```
! wB97M-V def2-TZVPD RIJCOSX def2/J DEFGRID3
* xyz 1 1
N -1.858 2.985 -0.929
C -1.295 1.797 -0.557
N -2.133 0.912 0.077
N -0.036 1.513 -0.658
H -1.368 3.521 -1.623
H -2.846 2.950 -1.145
H -3.113 1.047 -0.077
H -1.854 -0.044 -0.063
H 0.461 2.264 -1.147
C 0.982 -1.460 1.058
C 1.573 -2.057 -0.214
S 1.152 -3.839 -0.297
N 1.282 0.025 1.111
H 1.432 -1.922 1.933
H -0.100 -1.547 1.099
H 2.659 -2.059 -0.188
H 1.182 -1.528 -1.080
H -0.131 -3.682 -0.653
H 0.753 0.584 0.300
H 2.288 0.120 1.061
H 0.970 0.420 1.991
*
```

The calculation puts the HOMO energy at -12.556 eV. Its total energy is -739.1124 hartree. The HOMO-LUMO gap comes out at 0.35775 Ha. The LUMO energy comes out at -2.82 eV.

=====

Record 4
The following is a DFT calculation (ωB97M-V with the def2-TZVPD basis set) of a cluster of 2 separate species, C8H18IN2S in total.

The geometry in ORCA input format:
```
! wB97M-V def2-TZVPD RIJCOSX def2/J DEFGRID3
* xyz 1 1
C 1.092 0.470 -1.164
C 0.617 0.723 1.156
C -0.280 1.062 -1.506
C -0.712 1.413 0.857
C 0.121 -2.191 1.221
C -2.006 2.641 -0.800
C 1.900 -4.141 -0.357
C 1.000 -1.553 0.251
N 0.989 -0.205 0.110
N -0.690 2.054 -0.481
S 1.888 -2.428 -0.942
I -3.099 -1.144 -0.113
H 1.380 -0.230 -1.946
H 1.854 1.256 -1.109
H 1.419 1.468 1.237
H 0.538 0.215 2.115
H -0.258 1.539 -2.486
H -1.035 0.266 -1.509
H -1.529 0.672 0.844
H -0.922 2.165 1.618
H -0.942 -2.004 0.874
H 0.260 -3.263 1.284
H 0.175 -1.781 2.226
H -2.324 3.307 -0.001
H -1.959 3.200 -1.731
H -2.741 1.841 -0.898
H 0.934 -4.606 -0.531
H 2.188 -4.177 0.689
H 2.657 -4.635 -0.960
H 0.011 2.806 -0.472
*
```

The calculation puts the HOMO energy at -10.444 eV. Its total energy is -1120.7552 hartree. The HOMO-LUMO gap comes out at 0.23004 Ha. The LUMO energy comes out at -4.18 eV.

=====

Record 5
The following is a DFT calculation (ωB97M-V with the def2-TZVPD basis set) of a cluster of 2 separate species, C9H14 in total.

The geometry in ORCA input format:
```
! wB97M-V def2-TZVPD RIJCOSX def2/J DEFGRID3
* xyz 0 1
C -0.312 1.930 1.518
C 2.686 -0.332 -0.230
C 2.637 -0.354 1.163
C 1.720 0.130 -1.027
C 1.538 0.370 1.736
C 0.624 0.792 -0.497
C 0.741 1.120 0.909
H 3.546 -0.608 -0.908
H 3.284 -1.011 1.634
H 1.658 0.083 -2.166
H 1.633 0.384 2.846
H -0.172 1.167 -1.101
H -0.078 2.788 2.179
H -1.068 1.339 2.105
H -1.028 2.358 0.797
C -1.703 -1.412 -1.644
C -2.714 -1.131 -0.590
H -1.498 -0.580 -2.422
H -0.795 -1.578 -1.143
H -1.836 -2.424 -2.074
H -2.248 -0.218 0.106
H -2.922 -1.993 -0.101
H -3.693 -0.820 -1.089
*
```

The calculation puts the HOMO energy at -8.895 eV. Its total energy is -351.2488 hartree. The HOMO-LUMO gap comes out at 0.36287 Ha. The LUMO energy comes out at 0.98 eV.

=====

Record 6
The following is a DFT calculation (ωB97M-V with the def2-TZVPD basis set) of the molecule C2H4OS3.

The geometry in ORCA input format:
```
! wB97M-V def2-TZVPD RIJCOSX def2/J DEFGRID3
* xyz 0 1
C -0.507 -0.304 0.320
C 0.180 -1.324 -0.447
O 0.282 1.678 -1.286
S -1.859 -0.195 1.433
S 1.794 1.544 1.133
S 0.141 1.355 0.099
H -0.018 -2.272 0.064
H 1.235 -1.086 -0.499
H -0.324 -1.277 -1.453
H -0.925 1.881 0.637
*
```

The calculation puts the HOMO energy at -9.505 eV. Its total energy is -1348.3026 hartree. The HOMO-LUMO gap comes out at 0.28367 Ha. The LUMO energy comes out at -1.79 eV.